15
Properties=species:S:1:pos:R:3:lowdin_charge:R:1 method="wB97M-V/def2-TZVPD" multiplicity=1 total_charge=0 relative_energy_kcal_mol=58.1 orbital_gap_ev=9.4 smiles="C=C(C=O)OCC" lumo_energy_ev=0.46
C -0.0043 -1.6098 -0.0140 0.081
C -0.2821 -0.7110 0.9277 -0.345
C -0.6960 -1.1494 2.3034 -0.185
O -1.2470 -2.2090 2.4962 0.051
O -0.1217 0.5988 0.6283 -0.069
C -0.3215 0.8780 -0.8744 -0.197
C 0.9012 1.6480 -1.2864 -0.081
H -0.3861 -2.6103 0.0099 0.075
H 0.6593 -1.2918 -0.8077 0.071
H -0.3949 -0.5235 3.1684 0.130
H -0.4954 0.0599 -1.6101 0.114
H -1.2551 1.4180 -0.8189 0.113
H 1.0590 2.4274 -0.5461 0.077
H 0.8112 2.0913 -2.2826 0.082
H 1.7734 0.9833 -1.2936 0.083

14
Properties=species:S:1:pos:R:3:lowdin_charge:R:1 method="wB97M-V/def2-TZVPD" multiplicity=1 total_charge=0 relative_energy_kcal_mol=14.6 orbital_gap_ev=10.6 smiles="CNC(N)=O.O" lumo_energy_ev=0.76
C -0.6468 -1.5841 -1.2879 -0.108
N 0.1664 -0.3989 -1.5071 -0.009
C -0.0514 0.5582 -0.4470 -0.567
N 0.2130 1.8332 -0.8148 0.172
O -0.4712 0.2351 0.6427 0.033
H -1.6120 -1.6024 -1.7913 0.080
H -0.1482 -2.3943 -1.8583 0.087
H -0.7092 -1.9067 -0.2666 0.072
H 1.1512 -0.3882 -1.7132 0.119
H 0.2828 2.4984 -0.0591 0.113
H 0.7034 2.1227 -1.6408 0.102
O 0.6671 -0.3607 2.9347 -0.090
H 0.1290 -0.4955 3.7118 0.016
H 0.0640 -0.2188 2.1724 -0.019

10
Properties=species:S:1:pos:R:3:lowdin_charge:R:1 method="wB97M-V/def2-TZVPD" multiplicity=1 total_charge=0 relative_energy_kcal_mol=151.7 orbital_gap_ev=10.3 lumo_energy_ev=0.55
C -1.8471 0.1405 0.2724 -0.019
N -1.3124 -0.9329 -0.2148 0.020
O 0.0082 -0.7848 -0.5143 -0.115
C 0.7161 0.3810 -0.4706 -0.250
N 1.9328 0.4388 -0.2077 -0.036
O 2.6567 -0.6074 0.2236 -0.060
H -2.8847 0.3387 0.4562 0.067
H -1.3220 1.1029 0.4729 0.063
H 0.0232 1.3499 -0.5552 0.153
H 2.0290 -1.4266 0.5374 0.179

44
Properties=species:S:1:pos:R:3:lowdin_charge:R:1 method="wB97M-V/def2-TZVPD" multiplicity=1 total_charge=0 relative_energy_kcal_mol=66.3 orbital_gap_ev=9.3 smiles=CCNCCS.O.O.O.O.O.O.O.O.O lumo_energy_ev=0.23
C -0.0087 0.3650 4.1100 -0.071
C 0.9250 0.5784 2.8923 -0.285
N 0.5306 -0.1485 1.6959 -0.112
C 0.9495 -1.5914 1.6829 -0.274
C 0.0377 -2.3622 0.7397 -0.556
S 1.0876 -3.6123 -0.0908 0.744
H 0.3813 -0.5186 4.6255 0.066
H -0.9127 -0.0840 3.6818 0.059
H -0.3540 1.1573 4.7510 0.063
H 0.9439 1.6481 2.6635 0.097
H 1.9508 0.2772 3.0723 0.104
H -0.4491 -0.0077 1.4764 0.081
H 1.9159 -1.5098 1.1806 0.077
H 1.0624 -1.8947 2.7160 0.114
H -0.4402 -1.7588 -0.0257 0.049
H -0.7565 -2.7750 1.3681 0.074
H 0.2769 -3.9758 -1.0642 -0.171
O -0.8335 1.1511 -4.2187 -0.070
H -0.7818 2.0957 -4.3932 0.065
H 0.0221 0.9935 -3.7372 0.024
O -2.4852 -1.1121 1.6629 -0.062
H -1.9641 -1.5118 0.9603 -0.034
H -3.3946 -1.2119 1.3771 0.037
O -1.8488 1.0930 -1.8657 -0.122
H -1.6216 0.9688 -2.8527 0.010
H -2.7455 1.4232 -2.0368 0.023
O 3.1601 2.3640 0.2975 -0.046
H 2.6871 3.2009 0.3646 0.046
H 3.1851 2.2414 1.2609 0.039
O 3.9412 -0.1540 -2.4083 -0.044
H 3.2905 -0.8488 -2.5678 0.043
H 3.5645 0.3153 -1.6583 -0.001
O 1.4952 1.6479 -3.1966 -0.055
H 1.3219 1.3361 -2.2848 0.021
H 2.2954 1.2612 -3.5370 0.041
O 1.3837 0.0048 -1.0335 -0.065
H 2.1633 0.0780 -0.4745 0.030
H 0.6601 0.3826 -0.5205 0.042
O -4.1287 1.9822 -0.4392 -0.053
H -4.6070 1.3492 0.1085 0.043
H -3.2412 1.8894 -0.0742 0.028
O -3.1225 -1.6279 -1.1177 -0.052
H -2.7693 -0.7770 -1.4129 0.005
H -2.7668 -2.3220 -1.6774 0.045

12
Properties=species:S:1:pos:R:3:lowdin_charge:R:1 method="wB97M-V/def2-TZVPD" multiplicity=1 total_charge=0 relative_energy_kcal_mol=149.7 orbital_gap_ev=9.0 lumo_energy_ev=0.64
C 2.4260 -0.6040 0.6396 -0.481
C -0.8975 0.2455 -0.8832 -0.512
H 2.4077 -0.6211 -0.7235 0.138
H 3.2926 0.0182 1.1505 0.041
H 2.1443 -1.6572 1.3782 0.087
H -1.6107 0.3661 -1.8362 0.195
H -1.5233 0.8448 0.9924 0.132
H -2.8904 -0.2194 -0.4476 0.088
N 0.1937 -0.2699 -0.6766 -0.254
N -1.5022 1.0229 -0.0693 -0.093
O -2.8570 0.7448 -0.4039 -0.077
S 0.8167 0.1295 0.8797 0.736

14
Properties=species:S:1:pos:R:3:lowdin_charge:R:1 method="wB97M-V/def2-TZVPD" multiplicity=1 total_charge=0 relative_energy_kcal_mol=157.6 orbital_gap_ev="11.5 / 4.1" lumo_energy_ev="0.58 / -4.18"
C 1.3359 0.2463 -0.7334 -0.407
C -0.3822 -1.1715 0.4283 -0.080
C -1.0151 1.2702 -0.1564 -0.068
C -0.0707 0.0441 -0.5388 -0.324
N 2.3033 0.9564 -1.2422 0.123
N 2.3607 -0.4832 -1.1168 0.115
Cl 1.1796 -1.0534 3.2789 0.122
H -1.4655 -1.3254 0.3454 0.071
H -0.0516 -1.2029 1.5216 -0.061
H 0.0860 -2.1397 0.0169 0.105
H -2.0282 0.9204 0.3402 0.112
H -1.2256 2.0060 -1.0380 0.104
H -0.6312 2.0150 0.4797 0.034
H -0.3952 -0.0824 -1.5853 0.154

14
Properties=species:S:1:pos:R:3:lowdin_charge:R:1 method="wB97M-V/def2-TZVPD" multiplicity=1 total_charge=0 relative_energy_kcal_mol=101.8 orbital_gap_ev="4.0 / 3.8" lumo_energy_ev="-3.63 / -3.83"
C -1.3578 0.7756 -1.0325 -0.040
C -0.7912 1.4348 0.0876 -0.059
C -0.7286 -0.3647 -1.4795 -0.070
C 0.4111 1.0397 0.6478 0.029
C 0.3240 -0.9549 -0.7831 0.000
C 0.9490 -0.2863 0.3288 -0.350
N 1.9590 -0.9033 0.8606 0.128
F 2.4860 -0.3659 1.9872 -0.021
I -0.4006 -2.9703 2.5618 -0.259
H -2.1333 1.2701 -1.4201 0.070
H -1.3514 2.4114 0.3251 0.142
H -1.1446 -0.8751 -2.4634 0.156
H 0.9171 1.7297 1.3555 0.127
H 0.8614 -1.9408 -0.9757 0.148

17
Properties=species:S:1:pos:R:3:lowdin_charge:R:1 method="wB97M-V/def2-TZVPD" multiplicity=1 total_charge=0 relative_energy_kcal_mol=11.7 orbital_gap_ev=10.0 smiles="O=C(O)[C@@H]1CCCN1" lumo_energy_ev=0.80
O 0.9332 -1.6787 1.2970 0.123
C 1.0727 -0.9803 0.3524 -0.521
O 1.9701 -1.2172 -0.6173 0.112
C 0.2922 0.2939 0.1528 -0.284
C -0.9725 0.3298 1.0609 -0.106
C -2.0418 0.9614 0.1072 -0.159
C -1.1984 1.5341 -1.0533 -0.195
N -0.0571 0.5632 -1.2378 -0.004
H 2.4530 -2.0183 -0.3384 0.134
H 1.0210 1.0177 0.4969 0.149
H -0.7890 0.9851 1.8742 0.090
H -1.2390 -0.6843 1.5222 0.136
H -2.7145 0.1626 -0.2141 0.103
H -2.6510 1.7554 0.5788 0.108
H -0.7728 2.5122 -0.7835 0.112
H -1.7648 1.6193 -1.9658 0.099
H 0.7179 1.0414 -1.6639 0.103

Number 1: largest force on an atom 1.475 eV Å⁻¹. Number 2: largest force on an atom 3.240 eV Å⁻¹. Number 3: largest force on an atom 4.029 eV Å⁻¹. Number 4: largest force on an atom 3.119 eV Å⁻¹. Number 5: largest force on an atom 7.776 eV Å⁻¹. Number 6: largest force on an atom 3.469 eV Å⁻¹. Number 7: largest force on an atom 5.009 eV Å⁻¹. Number 8: largest force on an atom 1.986 eV Å⁻¹.